(1)
Here is C30H47AuN4O4SSb as an isolated structure from OMol25. Energies are from ωB97M-V/def2-TZVPD.

As for the spin multiplicity: 2. The calculation puts the energy relative to the best compared isomer or geometry (same formula, charge and spin) at 66.0 kJ/mol. As for the total energy: -67087.754 eV. The charge is 0.

Structure (XYZ):
```
88
Properties=species:S:1:pos:R:3:lowdin_spin:R:1
Au -0.31325 0.59096 -0.28946 0.50
O -1.23284 -1.48855 -0.57558 0.09
N -2.53146 -1.55286 -0.29629 0.01
C -3.18237 -2.67764 -0.65605 0.00
C -4.53028 -2.82053 -0.48042 0.00
C -5.25901 -1.77398 0.08357 0.00
C -4.58033 -0.65031 0.47208 0.01
C -3.19019 -0.53686 0.30404 0.02
S -2.34594 0.83860 0.89630 0.15
H -2.56693 -3.44176 -1.10335 0.00
H -5.00278 -3.73994 -0.79579 0.00
H -6.33101 -1.84127 0.20930 0.00
H -5.09110 0.18798 0.92512 0.00
C 3.94467 2.06086 -2.16023 0.00
C 2.92194 1.68169 -3.01039 0.00
C 1.80727 1.05464 -2.48160 0.00
N 1.68676 0.78272 -1.18077 0.04
C 2.65034 1.19782 -0.35372 0.00
C 3.79696 1.82426 -0.80385 0.00
H 4.83228 2.54793 -2.54249 0.00
H 2.97295 1.87601 -4.07322 0.00
H 0.97685 0.75714 -3.10760 0.00
H 2.47290 1.03476 0.70254 0.00
H 4.55444 2.12755 -0.09437 0.00
C 4.34895 -2.07162 0.61894 0.00
C 3.94526 -2.72263 -0.69947 0.00
C 4.65582 -4.06816 -0.84227 0.00
C 4.33325 -1.81979 -1.86444 0.00
Sb 1.68826 -2.74977 -0.65491 0.00
C 1.16308 -3.57652 -2.68162 0.00
C -0.23289 -4.18168 -2.64494 0.00
C 1.13590 -2.33356 -3.56350 0.00
C 2.16113 -4.60873 -3.19229 0.00
C 1.18815 -4.20089 0.97830 0.00
C 1.08296 -3.31269 2.21098 0.00
C 2.23020 -5.29387 1.18143 0.00
C -0.16375 -4.82866 0.66824 0.00
H 5.42904 -1.86898 0.61875 0.00
H 4.13643 -2.72225 1.46991 0.00
H 3.83424 -1.12006 0.77674 0.00
H 5.73605 -3.89005 -0.95431 0.00
H 4.33188 -4.62401 -1.71836 0.00
H 4.52651 -4.69887 0.03183 0.00
H 5.41776 -1.64301 -1.84650 0.00
H 3.84181 -0.84526 -1.80390 0.00
H 4.09292 -2.26888 -2.82889 0.00
H -0.94066 -3.45665 -2.23979 0.00
H -0.27456 -5.09906 -2.06006 0.00
H -0.55196 -4.42440 -3.66816 0.00
H 0.40367 -1.61601 -3.18174 0.00
H 0.83874 -2.60707 -4.58496 0.00
H 2.10833 -1.83895 -3.61598 0.00
H 2.25103 -5.45432 -2.50752 0.00
H 3.14868 -4.18069 -3.35571 0.00
H 1.81506 -5.00572 -4.15830 0.00
H 2.02366 -2.80036 2.42549 0.00
H 0.82790 -3.92421 3.08668 0.00
H 0.30533 -2.55450 2.08824 0.00
H 3.15789 -4.89301 1.58908 0.00
H 2.45218 -5.82880 0.25686 0.00
H 1.85031 -6.02873 1.90630 0.00
H -0.90782 -4.06316 0.43480 0.00
H -0.52178 -5.38343 1.54640 0.00
H -0.10054 -5.53127 -0.16196 0.00
C -3.18118 4.73517 -0.93337 0.00
C -2.05750 5.27071 -1.81891 0.00
C -0.65629 4.89335 -1.31041 0.01
C 0.41017 5.33319 -2.33751 0.00
C 1.84772 5.19496 -1.83716 0.00
C -0.39112 5.63369 -0.01315 0.00
O -0.57125 6.82703 0.10381 0.00
N 0.10991 4.88979 1.02316 0.01
C 0.35461 3.51241 1.03473 0.01
O 0.89551 3.00961 1.99980 0.00
N -0.04289 2.80366 -0.06031 0.14
C -0.56962 3.37278 -1.17902 0.01
O -0.94284 2.67623 -2.11442 0.00
H -4.14881 5.06555 -1.31221 0.00
H -3.08109 5.09673 0.09351 0.00
H -3.18141 3.64395 -0.91303 0.00
H -2.10501 6.35907 -1.85826 0.00
H -2.16045 4.87337 -2.82837 0.00
H 0.21028 6.37370 -2.59792 0.00
H 0.26117 4.72146 -3.22834 0.00
H 2.06434 5.92708 -1.05666 0.00
H 2.55389 5.35587 -2.65295 0.00
H 2.03228 4.19774 -1.42880 0.00
H 0.33467 5.38427 1.87445 0.00
```

(2)
Here is a 4-piece molecular cluster, C15H34N2O7PS3 overall from OMol25. Energies are from ωB97M-V/def2-TZVPD.

As for the total energy: -75212.433 eV. The charge is -1.

Structure (XYZ):
```
62
Properties=species:S:1:pos:R:3:lowdin_charge:R:1
C -0.33127 7.67165 -0.03001 -0.09
C -1.02317 6.42442 0.48401 -0.34
O -2.07051 6.06654 -0.38314 -0.18
C -3.24177 5.55303 0.32887 -0.41
N -3.83302 6.48191 1.21247 -0.30
P -5.05305 7.36895 0.69334 0.40
N -6.20873 6.80650 -0.24525 -0.37
H 0.35667 8.08074 0.71445 0.06
H -1.08828 8.41829 -0.27037 0.07
H 0.22122 7.46526 -0.95041 0.06
H -0.29429 5.59562 0.54873 0.09
H -1.41239 6.59494 1.49171 0.10
H -3.89983 5.22402 -0.48502 0.08
H -2.91340 4.66417 0.88460 0.06
H -5.55060 7.95259 1.88548 -0.05
H -4.53763 8.54632 0.06566 -0.06
H -7.10442 6.79521 0.22950 -0.11
C 0.80241 1.41321 0.81568 -0.24
C -0.59846 1.28314 0.20627 -0.21
C -1.60733 1.45316 1.34608 -0.21
S -0.81171 2.51861 2.56310 0.66
O -0.60364 1.76514 3.77990 -0.34
O -1.46910 3.79214 2.58444 -0.31
C 0.75711 2.65077 1.70466 -0.23
H 1.56865 1.50248 0.04632 0.11
H 1.03021 0.52711 1.41043 0.10
H -0.75083 2.06881 -0.53629 0.12
H -0.72299 0.32214 -0.29030 0.10
H -2.52909 1.94409 1.04181 0.10
H -1.83007 0.51240 1.84660 0.10
H 1.54816 2.70924 2.44908 0.10
H 0.71922 3.57205 1.12260 0.09
C 4.36671 -2.17704 1.06678 -0.22
C 3.80556 -3.53377 1.51667 -0.21
C 2.34443 -3.60052 1.06237 -0.21
S 2.23581 -2.56944 -0.40627 0.67
O 1.38320 -1.44245 -0.11490 -0.32
O 1.98677 -3.35929 -1.58518 -0.33
C 3.93953 -2.01112 -0.38681 -0.23
H 5.45012 -2.12913 1.16846 0.11
H 3.93731 -1.37513 1.67126 0.12
H 4.37157 -4.34083 1.04751 0.12
H 3.88026 -3.66241 2.59545 0.11
H 2.02176 -4.60208 0.78812 0.07
H 1.66400 -3.16582 1.79244 0.11
H 3.96540 -0.98784 -0.75412 0.11
H 4.49964 -2.66688 -1.05331 0.11
C -0.84846 -6.02121 -2.46659 -0.21
C -0.07139 -6.70902 -3.59762 -0.21
C 1.30756 -7.07706 -3.04069 -0.21
S 1.07852 -7.32628 -1.27208 0.67
O 1.80832 -6.29084 -0.58518 -0.33
O 1.27364 -8.70930 -0.92120 -0.32
C -0.65983 -6.89832 -1.23353 -0.22
H -1.90352 -5.90633 -2.71035 0.12
H -0.43393 -5.02836 -2.27914 0.11
H -0.59910 -7.61176 -3.91214 0.11
H 0.02478 -6.06226 -4.46816 0.11
H 1.72076 -7.99275 -3.45635 0.10
H 2.02100 -6.26137 -3.14365 0.10
H -0.86429 -6.39735 -0.29021 0.11
H -1.22420 -7.82871 -1.29659 0.11
```

(3)
Here is C12H31N4O7Sr as an isolated structure from OMol25. Energies are from ωB97M-V/def2-TZVPD.

The calculation puts the energy relative to the best compared isomer or geometry (same formula, charge and spin) at 340.2 kJ/mol. As for the total energy: -34074.209 eV. The charge is -1.

Structure (XYZ):
```
55
Properties=species:S:1:pos:R:3:lowdin_charge:R:1
Sr -0.18888 -1.02151 -1.12129 1.38
O 1.07600 -2.67887 -2.57987 -0.61
H 1.98080 -3.02650 -2.70236 -0.17
O 0.04346 -0.24630 -3.49628 -0.64
H 0.51451 0.60362 -3.59766 -0.16
O -0.52921 -3.29708 -0.22883 -0.62
H -0.44988 -3.23299 0.74283 -0.18
C 2.70547 -1.55672 0.66067 -0.29
O 1.95481 -0.55758 0.40879 -0.13
N 3.77323 -1.82615 -0.04747 -0.14
C 4.50776 -3.03795 0.28650 -0.06
C 4.40091 -0.87279 -0.99308 -0.02
H 2.49262 -2.23280 1.50318 0.14
H 5.26948 -3.01749 1.06589 0.08
H 5.05637 -3.25450 -0.63014 0.08
H 3.93141 -3.95573 0.40309 0.10
H 3.95887 0.12225 -0.94201 0.08
H 5.39176 -0.49917 -0.73476 0.08
H 4.33852 -1.18496 -2.03555 0.10
C -0.69262 -0.14230 2.39895 -0.33
O -0.97605 -0.54869 1.28189 -0.07
N -0.49744 -0.86958 3.50875 -0.16
C -0.10307 -0.17214 4.74975 -0.06
C -0.49940 -2.34841 3.51989 -0.01
H -0.66248 0.94216 2.58666 0.12
H -0.93981 -0.16802 5.44828 0.07
H 0.11972 0.89404 4.70813 0.08
H 0.60125 -0.74797 5.35012 0.08
H -0.87782 -2.66344 4.49233 0.08
H -1.13527 -2.66746 2.69407 0.08
H 0.50601 -2.71654 3.31564 0.09
C -3.42824 -0.72857 -1.82756 -0.33
O -2.61355 -0.01688 -1.34644 -0.04
N -4.57158 -0.32290 -2.45759 -0.17
C -4.81053 1.11883 -2.64247 -0.05
C -5.67657 -1.11101 -2.94797 -0.08
H -3.34560 -1.82584 -1.79047 0.15
H -5.59528 1.52441 -2.00389 0.08
H -5.15422 1.33684 -3.65363 0.08
H -3.80954 1.54365 -2.56731 0.09
H -5.72073 -1.14037 -4.03668 0.08
H -5.51119 -2.15939 -2.69965 0.09
H -6.65067 -0.75204 -2.61578 0.08
C 0.74405 2.47581 0.24995 -0.30
O 0.74220 1.63802 -0.66882 -0.03
N 0.94974 3.77370 0.08774 -0.17
C 0.95744 4.83941 1.09846 -0.07
C 1.28085 4.41150 -1.18127 -0.05
H 0.50276 2.15157 1.27408 0.12
H 0.39704 4.47421 1.95908 0.08
H 0.18731 5.57705 0.87286 0.08
H 1.90937 5.30318 1.35700 0.09
H 0.51631 5.15403 -1.40977 0.09
H 2.17476 5.02828 -1.08845 0.08
H 1.45500 3.68793 -1.97766 0.10
```

(4)
Here is a 2-piece molecular cluster, C3H8FN2 overall from OMol25. Energies are from ωB97M-V/def2-TZVPD.

The calculation puts the energy relative to the best compared isomer or geometry (same formula, charge and spin) at 361.7 kJ/mol. As for the total energy: -8928.586 eV. The charge is +1.

Structure (XYZ):
```
14
Properties=species:S:1:pos:R:3:lowdin_charge:R:1
C -0.02032 -0.46496 0.05992 -0.16
C -1.80263 1.20619 -0.10713 -0.03
C 2.68717 -0.44021 0.21914 0.13
N -0.43256 0.75545 0.13021 -0.02
N -0.69187 -1.54504 -0.19633 0.16
F 2.80242 0.82281 -0.07314 0.06
H -2.45119 0.92450 0.72383 0.10
H -1.80195 2.28797 -0.20147 0.10
H -2.18502 0.77452 -1.03147 0.10
H 2.85658 -1.13394 -0.58892 0.09
H 2.74959 -0.68898 1.26801 0.09
H 0.22677 1.47707 0.38737 0.14
H -0.23788 -2.44279 -0.24847 0.12
H -1.69911 -1.53259 -0.34156 0.13
```